# 1
Formula: C6H4N4
Source: the Open Molecules 2025 dataset
Level of theory: ωB97M-V/def2-TZVPD

CARTESIAN COORDINATES (ANGSTROEM)
1 C 0.047479 -1.521239 -0.862354
2 C -3.412076 -0.482904 0.191966
3 C 2.192511 -0.645339 0.319216
4 C -1.725493 1.197481 -0.363643
5 C 0.997226 -1.074115 0.001593
6 C -2.134067 0.093953 0.235806
7 N -0.950665 -1.874485 -1.342675
8 N -4.472620 -0.897336 0.241391
9 N -0.414824 -0.755264 1.710689
10 N -1.424290 -0.417048 1.260423
11 H 2.107343 -0.171168 1.309801
12 H 3.012468 -0.895008 -0.369202
13 H -0.559404 1.424160 -0.303559
14 H -2.188796 1.846561 -0.936516

Atoms 1-2, force components in eV/Å:
-0.021 -0.803 -0.235
-0.866 0.145 -0.216

Calculated values
* lowest unoccupied orbital energy (alpha / beta): -0.8669 / -0.8463 eV
* HOMO-LUMO gap (alpha / beta): 7.62 / 7.48 eV
* energy relative to the best compared isomer or geometry (same formula, charge and spin): 571.94 kJ/mol

# 2
Formula: C17H48O7
Source: the Open Molecules 2025 dataset
Level of theory: ωB97M-V/def2-TZVPD

CARTESIAN COORDINATES (ANGSTROEM)
1 C -3.321610 -1.092265 -2.893953
2 C -2.356910 -0.216455 -3.648723
3 C -1.751350 -0.858015 -4.913203
4 O -3.098410 0.829425 -4.083083
5 H -2.717190 -1.894215 -2.470093
6 H -4.220740 -1.388325 -3.434333
7 H -3.713620 -0.481335 -2.080823
8 H -1.524580 0.085085 -3.012803
9 H -1.037840 -0.217295 -5.431343
10 H -2.531620 -1.187845 -5.599133
11 H -1.204300 -1.700475 -4.489993
12 H -2.745970 0.947325 -4.968233
13 C -1.494500 -3.919685 2.010657
14 C -2.223170 -3.622775 0.652187
15 C -3.732560 -3.235975 0.795827
16 O -1.519890 -2.557445 0.060127
17 H -0.428810 -4.092185 1.860147
18 H -1.944450 -4.833435 2.398867
19 H -1.598040 -3.164565 2.789877
20 H -2.111190 -4.481955 -0.009153
21 H -4.050660 -2.707935 -0.103113
22 H -3.853950 -2.369815 1.446307
23 H -4.468740 -4.023185 0.958407
24 H -1.957770 -1.776615 0.406787
25 C 1.348520 0.542505 3.254307
26 C 2.467010 0.423255 4.342947
27 C 1.927540 0.526715 5.744817
28 O 3.097240 -0.826125 4.312547
29 H 1.549960 0.235295 2.228077
30 H 0.988330 1.563865 3.131047
31 H 0.615800 -0.147115 3.673417
32 H 3.197770 1.191675 4.090707
33 H 1.124190 1.262405 5.783547
34 H 2.683810 0.867085 6.452137
35 H 1.454660 -0.401905 6.064437
36 H 3.842170 -0.616365 3.744497
37 C 2.728420 4.547935 1.766027
38 C 1.775870 4.130385 0.684297
39 C 2.330700 3.092615 -0.303813
40 O 0.615530 3.526675 1.334207
41 H 3.614850 5.061695 1.394007
42 H 3.083240 3.632855 2.240187
43 H 2.139570 5.130635 2.474417
44 H 1.437500 4.998995 0.119387
45 H 1.610790 2.714395 -1.029613
46 H 2.688290 2.209285 0.225297
47 H 3.202230 3.470105 -0.838643
48 H -0.039650 3.556285 0.633167
49 C 2.150000 -3.046275 -1.103143
50 C 2.596040 -2.052495 -2.202463
51 C 1.912360 -0.691275 -2.044443
52 O 3.959920 -1.761415 -2.135863
53 H 2.267820 -4.112535 -1.296293
54 H 1.084580 -2.974725 -0.884413
55 H 2.684380 -2.893645 -0.165473
56 H 2.400660 -2.554505 -3.150053
57 H 1.911130 -0.245715 -1.049673
58 H 0.875120 -0.777175 -2.368243
59 H 2.352810 0.016965 -2.746233
60 H 4.353010 -2.582295 -1.830493
61 C -1.673800 2.814355 -1.857353
62 O -1.189910 3.707225 -0.866833
63 H -0.888910 2.083755 -2.053013
64 H -2.540830 2.276145 -1.474373
65 H -1.910360 3.385245 -2.755243
66 H -1.019150 4.574265 -1.241903
67 C -1.196180 0.444485 0.760087
68 O -2.467020 -0.172675 0.668487
69 H -0.613960 -0.244145 1.372387
70 H -0.730910 0.454975 -0.225573
71 H -1.277790 1.500705 1.016697
72 H -2.915470 0.117555 -0.129173

Atoms 1-2, force components in eV/Å:
0.799 -0.127 0.877
0.289 -1.875 -0.979

Calculated values
* lowest unoccupied orbital energy: 0.4343 eV
* SMILES string: CC(C)O.CC(C)O.CC(C)O.CC(C)O.CC(C)O.CO.CO
* HOMO-LUMO gap: 10.01 eV
* energy relative to the best compared isomer or geometry (same formula, charge and spin): 174.79 kJ/mol

# 3
Formula: C7H6O
Source: the Open Molecules 2025 dataset
Level of theory: ωB97M-V/def2-TZVPD

CARTESIAN COORDINATES (ANGSTROEM)
1 C -2.074948 0.437448 -0.663185
2 C -0.126529 0.674369 -0.601260
3 C 1.119166 0.973925 -0.267662
4 C 1.876519 0.041596 0.393342
5 C 1.144362 -1.170241 0.904188
6 C -0.172941 -1.299806 0.649885
7 C -0.770242 -0.407111 -0.389563
8 H -2.495295 0.027673 -1.624745
9 H -2.845380 1.077268 0.014407
10 H 1.455085 2.008324 -0.674444
11 H 2.934571 0.014854 0.607484
12 H 1.807598 -1.809971 1.684832
13 H -0.777367 -2.067096 1.101192
14 O -1.074597 1.498770 -1.134470

Atoms 1-2, force components in eV/Å:
-0.373 0.976 -2.095
0.060 3.546 -2.441

Calculated values
* lowest unoccupied orbital energy: 0.6810 eV
* HOMO-LUMO gap: 9.57 eV
* energy relative to the best compared isomer or geometry (same formula, charge and spin): 239.89 kJ/mol

# 4
Formula: C5H10NOS
Source: the Open Molecules 2025 dataset
Level of theory: ωB97M-V/def2-TZVPD

CARTESIAN COORDINATES (ANGSTROEM)
1 O 0.591597 2.307715 -3.282259
2 C 0.071361 1.556582 -2.489162
3 C 0.212131 1.582140 -1.069507
4 N -0.565994 0.558772 -0.478427
5 C 0.280240 -0.686704 -0.232960
6 C -0.407757 -1.597643 0.775754
7 C -0.133262 -0.999620 2.242541
8 S 0.030748 -2.155982 3.563076
9 H -0.519083 0.704683 -2.759829
10 H 1.301217 1.593086 -0.854017
11 H 0.043581 2.720335 -0.549450
12 H -1.119257 0.806584 0.322684
13 H 1.250894 -0.304321 0.147871
14 H 0.625773 -1.135585 -1.246511
15 H -0.318068 -2.719871 0.596750
16 H -1.558610 -1.485671 0.585798
17 H -0.696017 -0.133525 2.441173
18 H 0.910506 -0.610975 2.286473

Atoms 1-2, force components in eV/Å:
-0.180 -0.017 -0.090
0.644 1.016 -1.831

Calculated values
* lowest unoccupied orbital energy: 3.2178 eV
* SMILES string: O=CCNCCC[S-]
* HOMO-LUMO gap: 5.49 eV
* energy relative to the best compared isomer or geometry (same formula, charge and spin): 275.33 kJ/mol
* charge: -1

# 5
Formula: C5H6OS2
Source: the Open Molecules 2025 dataset
Level of theory: ωB97M-V/def2-TZVPD

CARTESIAN COORDINATES (ANGSTROEM)
1 C -0.096299 0.386866 -1.713315
2 C -0.368416 -0.947761 -1.776203
3 C 0.730401 0.447257 -0.536823
4 C 0.479106 0.033109 0.800548
5 C -0.810467 0.572035 1.309988
6 O 0.564660 -1.063579 2.883782
7 S 0.087800 -1.996431 -2.975067
8 S 1.564129 -0.488726 1.924821
9 H 0.069843 1.058084 -2.510615
10 H -0.394983 -1.344592 -0.722248
11 H 1.681114 0.994867 -0.835008
12 H -1.142720 1.302019 0.529302
13 H -0.696125 1.165514 2.183423
14 H -1.668044 -0.118663 1.437414

Atoms 1-2, force components in eV/Å:
2.337 1.287 3.530
0.235 -3.642 0.448

Calculated values
* lowest unoccupied orbital energy (alpha / beta): -1.9788 / -1.9845 eV
* HOMO-LUMO gap (alpha / beta): 6.42 / 6.42 eV
* energy relative to the best compared isomer or geometry (same formula, charge and spin): 466.71 kJ/mol

# 6
Formula: C5H7NO
Source: the Open Molecules 2025 dataset
Level of theory: ωB97M-V/def2-TZVPD

CARTESIAN COORDINATES (ANGSTROEM)
1 O -0.839328 -2.553719 -0.020084
2 C -1.929774 -1.687159 0.254975
3 C -1.494325 -0.281806 0.121967
4 C -0.595070 0.517556 -0.016742
5 C 0.829320 0.767943 -0.007646
6 C 1.759856 1.793450 -0.521960
7 N 1.609352 1.581654 0.918666
8 H -0.655717 -2.502820 -0.967412
9 H -2.783967 -1.923481 -0.386425
10 H -2.211272 -1.885829 1.292834
11 H 1.130772 -0.277664 -0.121036
12 H 1.417195 2.714645 -0.979412
13 H 2.699831 1.409143 -0.914318
14 H 1.063128 2.328087 1.346594

Atoms 1-2, force components in eV/Å:
-0.029 -0.053 -0.231
-0.458 0.120 0.159

Calculated values
* lowest unoccupied orbital energy: 0.7214 eV
* SMILES string: OCC#C[C@H]1CN1
* HOMO-LUMO gap: 9.83 eV
* energy relative to the best compared isomer or geometry (same formula, charge and spin): 422.19 kJ/mol